Density functional theory data (ωB97M-V/def2-TZVPD) for a structure of composition C32H35Cl2CrIN4O.

Summary:
Net charge: -1
HOMO level (spin up / spin down): -4.229 / -4.426 eV
Calculated total energy: -3797.2794 hartree
LUMO (spin up / spin down): 2.364 / 2.328 eV
Spin multiplicity: 4
F_max: 0.49 eV Å⁻¹
Kohn-Sham gap (spin up / spin down): 6.6 / 6.8 eV
ΔE to the lowest compared entry with this formula, charge and spin: 0.0000 eV

Last column: Löwdin spin population.
Geometry (Å):
Cr  0.276  0.065  -0.498  2.939
C  -1.016  -1.965  2.979  0.000
N  -0.792  -2.724  1.767  -0.001
C  -0.012  -3.912  1.973  0.000
C  -1.814  -2.747  0.822  0.002
C  -2.396  -3.962  0.458  0.000
C  -3.390  -4.040  -0.506  0.001
C  -3.831  -2.883  -1.117  0.000
C  -3.252  -1.667  -0.778  0.001
C  -2.228  -1.554  0.162  0.005
N  -1.566  -0.314  0.352  0.009
C  -2.303  0.801  0.619  0.002
C  -3.692  0.835  0.871  0.004
C  -4.368  2.035  1.041  0.000
C  -3.702  3.250  0.998  0.007
C  -2.317  3.232  0.845  0.000
C  -1.627  2.047  0.682  0.006
N  -0.173  2.002  0.654  0.001
C  0.442  3.160  -0.003  0.002
C  0.322  1.916  2.040  0.002
H  -1.479  -2.595  3.758  0.000
H  -1.672  -1.123  2.782  0.000
H  -0.065  -1.583  3.351  0.000
H  -0.495  -4.641  2.648  0.000
H  0.943  -3.618  2.407  0.000
H  0.193  -4.396  1.019  0.000
H  -2.061  -4.866  0.948  0.000
H  -3.817  -5.000  -0.767  0.000
H  -4.609  -2.917  -1.870  0.000
H  -3.578  -0.773  -1.294  0.000
H  -4.238  -0.096  0.911  0.000
H  -5.439  2.012  1.207  0.000
H  -4.232  4.186  1.102  0.001
H  -1.770  4.166  0.861  0.000
H  0.327  4.072  0.595  0.000
H  -0.013  3.320  -0.979  0.000
H  1.503  2.958  -0.134  0.000
H  0.055  2.830  2.585  0.000
H  1.400  1.775  2.029  0.000
H  -0.126  1.055  2.527  0.000
Cl  0.650  3.272  -6.709  0.001
C  0.981  2.561  -5.144  0.007
C  2.273  2.444  -4.718  -0.001
C  2.575  1.887  -3.466  0.006
I  4.546  1.775  -2.813  0.002
C  1.586  1.408  -2.612  0.001
O  1.794  0.914  -1.449  0.014
C  0.230  1.537  -3.089  0.002
N  -0.726  1.101  -2.221  -0.005
C  -1.986  1.271  -2.523  0.008
C  -2.400  1.853  -3.738  -0.001
C  -1.462  2.265  -4.637  0.006
C  -0.089  2.127  -4.328  -0.001
H  3.073  2.790  -5.358  0.000
H  -2.711  0.944  -1.788  0.000
H  -3.456  1.966  -3.939  0.000
H  -1.752  2.711  -5.579  0.000
Cl  1.994  -2.173  -2.253  0.001
C  0.332  -1.655  -1.693  -0.057
H  -0.081  -2.536  -1.204  0.001
H  -0.237  -1.509  -2.616  -0.001
C  4.057  0.218  3.307  0.004
C  3.913  -0.862  2.226  0.010
C  5.070  -0.739  1.226  0.003
C  3.955  -2.245  2.888  0.003
C  2.639  -0.678  1.506  0.056
C  1.607  -0.561  0.869  -0.042
H  4.971  0.061  3.888  0.000
H  3.203  0.196  3.988  0.000
H  4.104  1.208  2.851  0.000
H  6.034  -0.812  1.742  0.000
H  5.017  0.217  0.703  0.000
H  5.009  -1.528  0.476  0.000
H  4.885  -2.372  3.451  0.000
H  3.895  -3.029  2.132  0.000
H  3.114  -2.368  3.574  0.000


Density functional theory data (ωB97M-V/def2-TZVPD) for a cluster of 6 separate species, C32H35Cl6N2O3 in total.

Summary:
Net charge: +1
HOMO level: -7.595 eV
Calculated total energy: -4336.2898 hartree
LUMO: -5.974 eV
F_max: 3.28 eV Å⁻¹
Kohn-Sham gap: 1.6 eV
ΔE to the lowest compared entry with this formula, charge and spin: 3.7209 eV

Last column: Löwdin charge in e.
Geometry (Å):
C  -1.323  8.094  -3.852  0.037
N  -1.144  7.097  -2.741  -0.095
C  -0.268  7.294  -1.767  0.005
C  -0.079  6.297  -0.794  0.047
C  -0.863  5.125  -0.751  -0.133
C  -1.757  4.986  -1.800  0.035
C  -1.817  5.891  -2.886  0.046
C  -0.755  4.157  0.407  -0.118
C  -1.900  3.525  0.995  0.048
C  -1.706  2.709  2.070  -0.024
N  -0.488  2.317  2.412  -0.088
C  0.590  2.751  1.784  0.001
C  0.515  3.776  0.819  0.047
C  -0.241  1.454  3.666  0.090
H  -2.378  8.306  -4.025  0.104
H  -1.068  7.538  -4.754  0.109
H  -0.831  9.054  -3.691  0.108
H  0.213  8.261  -1.766  0.148
H  0.693  6.415  -0.048  0.126
H  -2.402  4.120  -1.820  0.129
H  -2.602  5.809  -3.623  0.145
H  -2.892  3.689  0.598  0.130
H  -2.514  2.286  2.647  0.150
H  1.531  2.421  2.200  0.150
H  1.458  4.072  0.384  0.135
H  0.608  1.957  4.128  0.105
H  -0.061  0.452  3.277  0.119
H  -1.119  1.528  4.308  0.103
O  3.790  -2.714  3.035  -0.492
H  4.471  -3.033  2.411  -0.159
Cl  9.123  -2.174  1.840  0.578
C  8.209  -2.425  0.391  -0.673
C  7.490  -1.061  0.153  -0.727
Cl  8.577  0.103  -0.537  0.564
H  7.538  -3.259  0.598  0.067
H  8.852  -2.680  -0.450  0.066
H  7.025  -0.640  1.044  0.060
H  6.650  -1.154  -0.536  0.061
Cl  2.274  -8.878  1.246  0.561
C  3.613  -7.757  1.342  -0.729
C  4.279  -7.632  2.685  -0.669
Cl  4.972  -9.192  3.155  0.542
H  3.194  -6.765  1.170  0.069
H  4.283  -7.926  0.500  0.071
H  3.449  -7.386  3.347  0.069
H  4.975  -6.801  2.795  0.083
Cl  5.885  0.427  8.316  0.457
C  6.602  -0.904  7.275  -0.601
C  5.898  -2.263  7.613  -0.660
Cl  6.439  -2.755  9.206  0.547
H  7.667  -0.940  7.507  0.056
H  6.513  -0.593  6.234  0.064
H  6.331  -3.016  6.954  0.067
H  4.808  -2.234  7.613  0.069
C  -7.191  0.518  -5.941  -0.062
C  -8.230  -0.264  -5.450  -0.076
C  -8.021  -1.314  -4.599  0.004
C  -6.724  -1.513  -4.068  -0.083
C  -5.675  -0.664  -4.460  -0.058
C  -5.874  0.370  -5.456  0.021
C  -4.234  -0.886  -3.980  -0.266
O  -3.259  -0.289  -4.439  0.076
C  -4.079  -1.745  -2.786  -0.122
C  -2.898  -1.758  -2.063  -0.006
C  -2.750  -2.558  -0.893  -0.047
C  -3.782  -3.423  -0.534  -0.071
C  -5.001  -3.458  -1.208  0.017
C  -5.097  -2.604  -2.350  -0.054
C  -6.440  -2.647  -3.122  -0.252
O  -7.255  -3.510  -2.830  0.100
H  -7.479  1.174  -6.748  0.104
H  -9.222  -0.042  -5.816  0.110
H  -8.775  -1.970  -4.189  0.122
H  -5.083  1.015  -5.810  0.106
H  -2.068  -1.208  -2.480  0.110
H  -1.801  -2.630  -0.382  0.101
H  -3.648  -4.089  0.305  0.107
H  -5.723  -4.231  -0.987  0.119


Density functional theory data (ωB97M-V/def2-TZVPD) for a structure of composition C32H35FHoN6O2Si.

Summary:
Net charge: +1
HOMO level (spin up / spin down): -8.832 / -8.861 eV
Calculated total energy: -3056.6667 hartree
LUMO (spin up / spin down): -3.376 / -3.370 eV
Spin multiplicity: 5
F_max: 3.07 eV Å⁻¹
Kohn-Sham gap (spin up / spin down): 5.5 / 5.5 eV

Last column: Löwdin spin population.
Geometry (Å):
Ho  -0.901  0.087  -0.574  4.036
C  2.800  2.497  -0.275  -0.001
C  1.789  3.347  -0.059  0.000
C  0.699  3.038  -0.979  -0.002
C  1.034  1.976  -1.737  -0.001
C  2.440  1.542  -1.377  0.000
H  3.739  2.450  0.259  0.000
H  1.759  4.143  0.670  0.000
H  -0.214  3.610  -1.044  0.000
H  0.549  1.667  -2.656  0.000
H  2.458  0.508  -0.988  0.000
C  2.354  -2.412  -1.115  0.000
Si  1.649  -1.651  -2.664  0.000
C  2.828  -1.749  -4.104  0.000
C  3.385  1.646  -2.583  0.000
N  0.130  -1.075  -2.481  -0.005
C  -0.891  -0.984  -3.439  0.000
C  -0.705  -0.821  -4.815  0.000
C  -1.775  -0.859  -5.693  0.000
C  -3.069  -1.058  -5.230  0.000
C  -3.294  -1.200  -3.870  0.000
C  -2.215  -1.144  -3.025  0.000
F  -2.441  -1.294  -1.655  -0.001
H  3.199  -1.842  -0.721  0.000
H  2.727  -3.411  -1.354  0.000
H  1.593  -2.516  -0.343  0.000
H  3.852  -1.746  -3.727  0.000
H  2.720  -0.934  -4.818  0.000
H  2.675  -2.688  -4.643  0.000
H  4.393  1.321  -2.322  0.000
H  3.433  2.683  -2.912  0.000
H  3.017  1.039  -3.412  0.000
H  0.299  -0.661  -5.192  0.000
H  -1.595  -0.739  -6.753  0.000
H  -3.898  -1.095  -5.921  0.000
H  -4.287  -1.351  -3.467  0.000
C  0.610  1.683  4.861  0.000
C  1.423  1.515  3.751  0.000
C  0.866  1.343  2.495  0.000
C  -0.524  1.386  2.314  -0.001
C  -1.337  1.525  3.445  -0.001
C  -0.770  1.665  4.700  0.000
N  -1.007  1.352  1.016  -0.012
N  -2.355  0.986  0.903  -0.008
C  -2.985  1.278  -0.241  -0.001
C  -4.404  1.133  -0.296  0.001
C  -5.072  1.477  -1.430  0.000
C  -4.352  1.948  -2.555  0.001
C  -2.992  1.991  -2.479  0.000
N  -2.281  1.646  -1.377  -0.004
H  1.042  1.816  5.844  0.000
H  2.500  1.502  3.864  0.000
H  1.497  1.211  1.623  0.000
H  -2.408  1.546  3.302  0.000
H  -1.411  1.775  5.565  0.000
H  -4.911  0.795  0.597  0.000
H  -6.151  1.406  -1.472  0.000
H  -4.863  2.268  -3.451  0.000
H  -2.403  2.307  -3.334  0.000
O  4.261  -1.147  4.408  0.000
C  3.363  -2.116  4.917  0.000
N  2.224  -2.183  4.038  0.000
C  0.962  -1.872  4.447  0.000
O  0.658  -1.740  5.613  0.000
C  -0.099  -1.846  3.378  0.000
C  -1.419  -2.029  3.779  0.001
C  -2.415  -2.040  2.821  0.000
C  -2.076  -1.851  1.494  0.000
N  -0.809  -1.651  1.082  -0.004
C  0.141  -1.653  2.030  0.000
H  4.738  -0.733  5.134  0.000
H  2.988  -1.871  5.910  0.000
H  3.853  -3.093  4.948  0.000
H  2.440  -2.247  3.059  0.000
H  -1.626  -2.166  4.831  0.000
H  -3.447  -2.211  3.093  0.000
H  -2.836  -1.917  0.727  0.000
H  1.154  -1.515  1.670  0.000